# C25H22N2O2S

A single C25H22N2O2S molecule (the ωB97M-V functional and the def2-TZVPD basis, OMol25).

Structure (XYZ):
```
52
Properties=species:S:1:pos:R:3:lowdin_charge:R:1
C -0.01050 -1.91033 -1.98792 -0.067
H 0.09683 -2.39285 -2.96501 0.097
O -0.60757 -0.64123 -2.09904 -0.102
C 0.06889 0.32614 -2.78410 -0.247
C 1.21375 0.10815 -3.53747 -0.020
C 1.78476 1.14729 -4.25468 -0.082
C 1.21686 2.40653 -4.24264 -0.093
C 0.07831 2.63229 -3.48785 -0.027
C -0.49029 1.61363 -2.74078 -0.162
C -1.67381 1.84995 -1.90703 0.033
C -1.68849 1.81314 -0.56691 -0.249
C -0.48727 1.60469 0.21847 -0.470
N 0.57638 1.00143 -0.16364 0.153
C 1.54058 0.97052 0.79115 -0.298
C 2.78981 0.36738 0.67126 -0.010
C 3.65737 0.41751 1.74009 -0.086
C 3.30474 1.06249 2.92491 -0.093
C 2.07215 1.66837 3.06746 -0.103
C 1.19122 1.61555 2.00029 -0.471
S -0.41711 2.24661 1.87905 1.128
H 1.79523 2.16652 3.98379 0.109
H 4.00612 1.08781 3.74543 0.103
H 4.62895 -0.04707 1.66189 0.102
H 3.05392 -0.12034 -0.25356 0.111
C -2.95793 1.95379 0.21703 -0.076
H -3.80354 2.13733 -0.44881 0.132
H -2.90383 2.78128 0.92873 0.109
C -3.25814 0.68576 1.02634 -0.517
O -3.87564 0.71482 2.06871 0.057
N -2.81025 -0.45274 0.45658 0.096
H -2.23414 -0.40209 -0.37328 0.121
C -2.85024 -1.72454 1.15054 -0.113
C -1.46941 -2.11756 1.60958 -0.205
C -0.84666 -3.26360 1.13731 -0.071
C 0.44960 -3.56653 1.51936 -0.087
C 1.13296 -2.72675 2.38049 -0.084
C 0.50914 -1.59393 2.87645 -0.075
C -0.78341 -1.29143 2.49215 -0.033
H -1.27646 -0.41218 2.88055 0.103
H 1.03443 -0.94687 3.56308 0.100
H 2.14684 -2.95631 2.67294 0.102
H 0.92595 -4.45941 1.14109 0.102
H -1.38172 -3.93079 0.47483 0.108
H -3.27016 -2.48753 0.48781 0.124
H -3.51565 -1.58680 2.00839 0.129
H -2.59319 2.07860 -2.43281 0.131
H -0.36577 3.61649 -3.45316 0.116
H 1.65919 3.21101 -4.80998 0.099
H 2.67882 0.96119 -4.83129 0.103
H 1.67406 -0.86656 -3.57265 0.102
H 0.96441 -1.84678 -1.49629 0.098
H -0.68007 -2.50202 -1.36684 0.072
```

SMILES string = COc1ccccc1/C=C(/CC(=O)NCc1ccccc1)c1nc2ccccc2s1
HOMO energy = -8.40 eV
Energy above the lowest of the compared OMol25 structures with the same formula, charge and spin = 14.71 kcal per mole
M = 414.53 g/mol
E_tot = -44193.26663 eV
LUMO energy = 0.0028 hartree

=====

# C18H32HgNPSi

A molecular structure, C18H32HgNPSi (the ωB97M-V functional and the def2-TZVPD basis, OMol25).

Structure (XYZ):
```
54
Properties=species:S:1:pos:R:3:lowdin_charge:R:1
C -3.04537 -4.04924 -0.39066 -0.088
C -3.15867 -2.83833 -1.06618 -0.072
C -2.10471 -1.90102 -1.04617 -0.290
C -0.89666 -2.25450 -0.44880 -0.294
C -0.83965 -3.39728 0.35715 -0.353
C -1.88269 -4.33702 0.32561 -0.059
C -2.35501 -0.56186 -1.68111 -0.162
C -3.65581 0.09369 -1.13845 -0.206
N -3.62058 0.38551 0.27270 -0.301
Hg 0.99070 -1.18881 -0.96657 0.655
C 0.31166 -3.58355 1.32120 -0.332
P 1.07594 -1.93535 1.62554 0.715
H -4.06643 -2.59290 -1.62293 0.109
H -1.77382 -5.27028 0.88819 0.110
H -3.86875 -4.76533 -0.41447 0.102
H 1.10131 -4.23265 0.90518 0.092
H -0.00558 -4.00704 2.28745 0.090
H -1.51370 0.12619 -1.51922 0.070
H -2.48699 -0.67721 -2.76842 0.118
H -3.80510 1.05195 -1.66412 0.115
C 2.39077 -2.27319 2.82891 -0.298
C -0.20570 -1.08187 2.60398 -0.265
H -4.51788 -0.56632 -1.32616 0.107
C -4.34481 -0.41943 1.21334 -0.096
C -3.24551 1.70610 0.69834 -0.101
H 2.73290 0.96221 1.39806 0.032
H -5.38467 -0.06148 1.35140 0.082
H -4.37755 -1.46463 0.87219 0.075
H -3.83961 -0.37429 2.19333 0.081
H -4.12822 2.31851 0.96612 0.081
H -2.59908 1.65169 1.59179 0.076
H -2.70122 2.20481 -0.11671 0.084
H -0.46158 -1.67090 3.49708 0.050
H 0.18314 -0.09771 2.90938 0.037
H -1.11603 -0.91301 2.01073 0.028
H 2.04450 -2.99849 3.58143 0.042
H 3.27076 -2.67340 2.30435 0.041
H 2.67232 -1.33044 3.31892 0.037
H 1.22521 1.53662 0.87911 0.029
C 4.72078 2.21207 -2.75867 -0.188
Si 3.73174 3.28607 -1.57595 0.423
C 4.91456 4.43219 -0.66957 -0.197
C 2.50077 4.29002 -2.57762 -0.193
C 2.86644 2.24289 -0.33738 -0.090
C 2.28400 1.59078 0.63310 -0.157
H 5.70532 2.65713 -2.96690 0.029
H 4.19559 2.07640 -3.71452 0.028
H 4.87207 1.22384 -2.30376 0.027
H 5.67994 4.83939 -1.34746 0.032
H 4.38476 5.27411 -0.20085 0.031
H 5.42018 3.87043 0.12894 0.030
H 2.21738 3.76348 -3.50039 0.028
H 1.59130 4.45262 -1.98390 0.026
H 2.91734 5.26884 -2.85660 0.031
```

HOMO energy (alpha / beta) = -7.44 / -6.64 eV
Energy above the lowest of the compared OMol25 structures with the same formula, charge and spin = 0.00 kcal per mole
M = 522.11 g/mol
E_tot = -42012.24959 eV
LUMO energy (alpha / beta) = -0.0204 / 0.0030 hartree

=====

# CH4N2

A single CH4N2 molecule (the ωB97M-V functional and the def2-TZVPD basis, OMol25).

Structure (XYZ):
```
7
Properties=species:S:1:pos:R:3:lowdin_charge:R:1
C 0.27766 0.43923 -0.03845 -0.441
H -1.77473 0.34500 0.15832 0.114
H -0.86318 -1.10570 0.18831 0.083
H 0.18069 1.57406 -0.04317 0.122
H 1.58884 -1.05971 -0.21329 0.037
N -0.90055 -0.15245 -0.07710 0.063
N 1.49127 -0.04043 0.02538 0.022
```

SMILES string = [H]/N=C\N
HOMO energy = -9.15 eV
Energy above the lowest of the compared OMol25 structures with the same formula, charge and spin = 31.91 kcal per mole
M = 44.06 g/mol
E_tot = -4081.49834 eV
LUMO energy = 0.0363 hartree

=====

# C5H27NO10

9 unconnected molecules or ions with the total composition C5H27NO10 (the ωB97M-V functional and the def2-TZVPD basis, OMol25).

Structure (XYZ):
```
43
Properties=species:S:1:pos:R:3:mulliken_spin:R:1
C -1.60308 -1.57991 0.60837 -0.008
N -0.81891 -0.37644 0.22892 0.442
C -1.61109 0.79130 -0.01949 0.066
C -0.82020 2.11087 0.38346 0.091
O -1.57848 2.77618 1.32187 0.222
C -2.05989 0.93666 -1.47290 0.059
O -1.28085 1.19297 -2.35884 0.068
C -0.70915 -2.81951 0.55942 0.009
H -1.95596 -1.41068 1.61327 0.014
H -2.46943 -1.70594 -0.05204 0.026
H -0.16204 -0.55305 -0.53813 -0.021
H -2.46233 0.76242 0.65182 -0.002
H -0.68216 2.78161 -0.48514 0.020
H 0.19185 1.91907 0.78488 -0.016
H -1.26749 2.61791 2.27559 -0.007
H -3.13652 0.97171 -1.70430 0.033
H 0.22632 -2.66662 1.08705 -0.002
H -1.23356 -3.66708 0.97052 0.000
H -0.48111 -3.10017 -0.45550 -0.001
H 3.00987 1.89314 0.62381 0.000
H 2.12680 1.94495 -0.67427 -0.001
O 2.69740 2.47208 -0.10688 0.002
H 0.40004 -0.00725 1.95210 -0.005
H 0.78235 -0.72906 3.24702 -0.004
O 0.80357 0.14557 2.83068 0.008
H -0.00286 1.49066 3.41925 -0.001
H -1.22138 1.77700 4.33574 0.000
O -0.60212 2.20431 3.72390 0.000
H -1.40252 -1.81350 -2.47496 0.001
H -2.66682 -1.28517 -3.18621 0.000
O -2.26884 -1.36996 -2.30618 0.002
H 1.85618 1.43601 -2.92451 0.000
H 0.41038 0.94580 -2.39169 0.003
O 1.38520 0.74913 -2.42765 0.002
H 3.56515 -1.13439 -1.11440 0.000
H 2.28881 -0.26676 -1.33172 0.000
O 2.65427 -1.02898 -0.81233 0.000
H 0.62268 -1.64842 -3.13440 0.000
H 0.75958 -2.80420 -2.18378 0.000
O 0.14302 -2.43629 -2.83548 0.000
H 2.94669 -0.23477 0.77206 0.001
H 2.42034 0.36448 2.08835 -0.001
O 3.20627 0.35431 1.51271 0.000
```

HOMO energy (alpha / beta) = -13.50 / -13.49 eV
Energy above the lowest of the compared OMol25 structures with the same formula, charge and spin = 1.37 kcal per mole
M = 261.27 g/mol
Net charge = +1
E_tot = -27579.87764 eV
LUMO energy (alpha / beta) = -0.1365 / -0.3066 hartree
Multiplicity = 2

=====

# C34H45BF2N5O4S2Si

2 unconnected molecules or ions with the total composition C34H45BF2N5O4S2Si (the ωB97M-V functional and the def2-TZVPD basis, OMol25).

Structure (XYZ):
```
94
Properties=species:S:1:pos:R:3:lowdin_charge:R:1
C -4.52653 2.32455 -3.34036 -0.103
C -3.64624 1.04373 -3.92101 -0.238
N -3.50549 -0.09524 -2.93217 -0.241
C -2.65668 0.26815 -1.73398 -0.236
C -3.65035 0.72270 -0.47187 -0.098
C -3.07787 -1.38893 -3.58927 -0.942
S -4.32881 -2.37130 -4.27695 0.603
S -1.32076 -2.03682 -3.73955 0.753
C -1.33336 -3.65699 -2.79679 -0.478
C 0.05201 -4.52827 -2.89224 -0.197
C 1.01593 -4.36791 -1.53552 -0.143
C 1.08510 -2.75965 -1.22000 -0.022
C 2.09622 -1.83877 -2.13554 0.050
B 3.03667 -2.44722 -3.37951 -0.372
C 4.27149 -3.51577 -3.05364 -0.061
O 2.78061 -2.06755 -4.81300 0.000
C 2.22139 -0.23053 -1.83854 -0.026
C 3.23570 0.81228 -2.64955 -0.129
C 4.49452 1.46112 -1.78395 0.013
C 5.43661 2.43985 -2.76103 -0.027
C 4.95102 2.56113 -4.31080 -0.105
N 3.77767 1.98147 -5.02465 -0.004
C 2.89395 1.09575 -4.21347 -0.038
C 1.28630 0.45870 -0.63520 0.003
C 1.32230 2.06648 -0.30321 0.088
N 0.48066 2.75334 0.78988 -0.058
Si 0.65971 4.53787 0.93014 0.488
C 2.33645 5.23394 0.25033 -0.216
C -0.75655 5.36649 -0.14251 -0.203
C 0.45201 5.24079 2.71333 -0.217
C -0.42526 1.87864 1.64794 -0.082
N -1.25619 2.47680 2.77157 0.056
C -2.72740 2.15663 2.62532 -0.175
O -3.51214 3.13655 2.09698 0.050
F -3.40327 0.89796 3.01821 0.020
C -0.66623 1.94381 4.06207 -0.149
O 0.24244 2.71135 4.72498 0.055
F -1.01597 0.65464 4.71704 -0.003
C -0.58826 0.22771 1.44144 0.114
C 0.28163 -0.51048 0.26255 -0.019
C 0.15519 -2.16130 0.02804 -0.044
C -0.80448 -3.13264 0.94661 -0.128
C 0.19401 -3.88445 2.05797 -0.220
O -0.61638 -4.25225 3.24343 -0.144
H -3.74214 3.01924 -2.78764 0.069
H -5.31723 2.01548 -2.52402 0.085
H -5.02951 2.96648 -4.18029 0.086
H -4.28301 0.62201 -4.83670 0.124
H -2.59488 1.40548 -4.34110 0.131
H -1.95165 1.19507 -1.97611 0.124
H -2.02310 -0.64743 -1.30364 0.092
H -3.67654 1.89564 -0.43056 0.067
H -4.76501 0.36779 -0.62457 0.098
H -3.28735 0.22898 0.54670 0.053
H -2.18533 -4.32423 -3.28947 0.087
H -1.68978 -3.42014 -1.70719 0.069
H 0.68389 -4.31197 -3.87883 0.129
H -0.23707 -5.67477 -2.92238 0.129
H 2.09359 -4.82066 -1.73740 0.120
H 0.57974 -4.99990 -0.62691 0.111
H 5.30958 -3.03072 -3.32513 0.093
H 4.17678 -3.78594 -1.89569 0.080
H 4.03673 -4.48402 -3.70787 0.101
H 3.63403 -2.12905 -5.34532 0.124
H 4.70674 1.26553 -0.65074 0.104
H 6.41458 2.97700 -2.34400 0.103
H 5.66542 3.23639 -4.99221 0.116
H 1.95623 0.59974 -4.75888 0.139
H 2.02934 2.74552 -0.97359 0.119
H 2.38285 4.96608 -0.89620 0.043
H 3.27806 4.75527 0.78510 0.065
H 2.31932 6.40553 0.33901 0.073
H -1.80454 4.87489 0.14481 0.052
H -0.78429 6.54013 -0.02740 0.069
H -0.57283 5.09557 -1.26988 0.046
H -0.68451 5.10458 3.00164 0.055
H 1.20268 4.80947 3.50313 0.052
H 0.62402 6.41860 2.63308 0.077
H -1.33138 -0.40559 2.12754 0.122
H -1.60933 -2.46901 1.48063 0.113
H -1.32234 -4.00610 0.36018 0.120
H 1.14279 -3.23387 2.31170 0.135
H 0.54253 -4.90876 1.55773 0.123
H -0.05575 -4.76737 3.91128 0.122
N -1.61635 -2.71043 6.79536 -0.001
C -1.25196 -3.38345 7.93237 -0.142
C -0.34566 -2.60423 8.61622 -0.112
C -0.16148 -1.41686 7.86824 -0.109
C -0.96033 -1.50780 6.75042 -0.144
H -2.26806 -3.04791 6.09893 0.145
H -1.66642 -4.35729 8.15611 0.106
H 0.13039 -2.86251 9.55323 0.094
H 0.48386 -0.58474 8.11843 0.093
H -1.11667 -0.82208 5.92841 0.072
```

HOMO energy = -9.73 eV
M = 728.79 g/mol
Net charge = +1
E_tot = -87254.42493 eV
LUMO energy = -0.1893 hartree

=====

# C3H2N4

A single C3H2N4 molecule (the ωB97M-V functional and the def2-TZVPD basis, OMol25).

Structure (XYZ):
```
9
Properties=species:S:1:pos:R:3:lowdin_charge:R:1
N -0.28281 -2.14427 2.06636 0.181
C -0.71012 -1.44931 1.25066 -0.143
C -0.24166 -0.59523 0.22384 -0.349
C 0.07185 0.73146 0.34200 -0.027
N 0.33892 1.06677 -0.93731 0.002
N 0.24443 0.02416 -1.76176 -0.001
N -0.09288 -1.00585 -1.05853 0.059
H 0.09102 1.40159 1.17699 0.124
H 0.58124 1.97067 -1.30225 0.153
```

SMILES string = N#Cc1c[nH]nn1
HOMO energy = -10.24 eV
Energy above the lowest of the compared OMol25 structures with the same formula, charge and spin = 29.30 kcal per mole
M = 94.08 g/mol
E_tot = -9101.62119 eV
LUMO energy = 0.0133 hartree

=====

The highest E_tot belongs to which entry?
CH4N2